(1)
Computed, not measured: a 2-piece molecular cluster, FHN2O2 overall, with wB97M-V/def2-TZVPD.

Its frontier orbital gap (alpha / beta) is 0.346 / 0.361 Ha. As for the energy relative to the best compared isomer or geometry (same formula, charge and spin): 159.99 kJ/mol. The value obtained for the molar mass is 80.018 g/mol. The HOMO energy (alpha / beta) comes out at -10.26 / -11.16 eV. The value obtained for the LUMO energy (alpha / beta) is -0.8 / -1.3 eV.

XYZ file:
```
6
Properties=species:S:1:pos:R:3:forces:R:3
N 1.208 -0.592 0.528 1.119 -0.938 1.789
N -0.569 0.548 2.328 0.421 -4.229 0.572
O -0.654 1.685 2.200 -0.398 2.942 0.151
O -0.753 -0.273 3.194 0.016 1.298 -0.692
F 0.175 -1.341 0.071 0.117 1.095 -0.735
H 1.333 0.311 0.054 -1.275 -0.167 -1.085
```
Forces are in eV/Å.

---

(2)
Computed, not measured: one molecule with the formula C4H6N2O2, with wB97M-V/def2-TZVPD.

Its frontier orbital gap is 0.349 Ha. As for the energy relative to the best compared isomer or geometry (same formula, charge and spin): 525.82 kJ/mol. The value obtained for the molar mass is 114.104 g/mol. The HOMO energy comes out at -9.91 eV. As for the SMILES: OCC1(O)C=NN=C1. The value obtained for the LUMO energy is -0.4 eV.

XYZ file:
```
14
Properties=species:S:1:pos:R:3:forces:R:3
C -0.320 0.965 0.791 2.309 0.903 2.775
C 0.225 -0.177 0.135 0.479 -4.277 -2.185
C 1.090 0.088 -1.070 0.543 -0.733 -4.003
C -0.744 -1.076 -0.559 -2.125 -0.906 -3.815
H -1.652 1.845 1.615 0.569 -5.147 2.281
H 0.613 1.503 1.126 -0.688 -0.368 0.794
H -0.575 1.652 0.047 -1.464 0.885 -1.494
H 1.219 -1.867 0.524 0.458 -1.883 -1.580
H 1.958 0.851 -1.113 -1.440 -1.687 0.050
H -1.785 -1.361 -0.349 0.768 -0.039 0.992
N 0.748 -0.688 -2.145 1.764 3.161 3.528
N -0.448 -1.380 -1.811 -0.150 0.836 2.830
O -1.294 0.741 1.850 -0.696 6.195 -2.994
O 0.963 -1.096 0.959 -0.328 3.062 2.820
```
Forces are in eV/Å.

---

(3)
Computed, not measured: C13H24Cl2N4Os as an isolated structure, with wB97M-V/def2-TZVPD.

Its frontier orbital gap (alpha / beta) is 0.228 / 0.290 Ha. The value obtained for the molar mass is 497.499 g/mol. The HOMO energy (alpha / beta) comes out at -5.76 / -8.96 eV. The value obtained for the LUMO energy (alpha / beta) is 0.4 / -1.1 eV. The spin multiplicity is 5.

XYZ file:
```
44
Properties=species:S:1:pos:R:3:forces:R:3
Os 0.209 -1.759 0.462 4.420 0.431 -1.355
Cl -0.415 -2.070 -1.735 0.218 -0.250 -0.417
Cl 0.784 -1.503 2.703 0.334 -0.260 0.224
C -0.912 -3.105 0.937 -3.919 -4.779 1.354
H -1.037 -3.564 1.937 0.390 0.494 -0.518
H -1.497 -3.673 0.181 0.432 0.488 0.408
C 2.569 0.671 -0.390 -0.014 0.228 0.663
C 2.328 -0.630 -0.270 0.736 -0.788 0.647
H 2.214 1.342 0.397 0.179 -0.112 -0.130
C 2.858 -1.668 -1.228 0.061 -0.347 -0.478
H 2.059 -1.039 0.765 0.451 0.995 -1.042
C 4.008 -1.161 -2.105 0.038 -0.262 0.482
H 3.174 -2.559 -0.671 -0.021 0.190 -0.009
H 2.055 -2.026 -1.887 0.157 0.189 0.219
C 3.784 0.267 -2.578 -0.110 0.111 -0.052
H 4.930 -1.244 -1.530 0.173 0.229 0.070
H 4.133 -1.841 -2.949 -0.032 0.121 -0.067
C 3.493 1.239 -1.412 0.243 0.045 -0.796
H 4.678 0.597 -3.115 -0.181 0.117 -0.030
H 2.953 0.254 -3.296 0.060 0.192 0.147
H 4.453 1.436 -0.901 -0.311 0.060 0.012
H 3.143 2.218 -1.781 0.083 -0.355 0.070
C -0.700 1.033 1.520 -0.677 0.034 0.098
N -1.108 -0.134 0.614 -2.556 2.838 0.323
C -1.509 0.602 -0.668 -0.688 0.169 0.271
N -2.650 1.506 -0.454 0.265 -0.137 0.284
C -2.289 2.551 0.521 0.051 -0.510 0.125
N -1.820 1.944 1.784 -0.014 -0.175 -0.305
C -2.974 1.202 2.342 0.127 0.106 -0.333
N -3.447 0.158 1.422 0.781 -0.187 -0.240
C -2.335 -0.800 1.199 -1.419 1.369 0.212
C -3.793 0.765 0.127 0.310 0.189 0.152
H 0.085 1.587 0.979 -0.196 -0.265 0.326
H -0.318 0.631 2.462 -0.136 0.138 -0.271
H -1.767 -0.127 -1.439 0.075 0.222 0.278
H -0.634 1.201 -0.970 -0.289 -0.358 -0.067
H -3.204 3.118 0.749 0.435 0.076 -0.165
H -1.515 3.208 0.104 -0.140 -0.150 0.086
H -2.688 0.754 3.304 -0.120 0.069 -0.251
H -3.789 1.925 2.480 0.211 -0.189 0.191
H -2.712 -1.553 0.496 0.400 0.135 0.289
H -2.079 -1.231 2.174 0.058 -0.016 -0.463
H -4.600 1.490 0.298 0.075 -0.256 -0.184
H -4.119 -0.012 -0.579 0.062 0.160 0.238
```
Forces are in eV/Å.

---

Which of these has the highest molar mass? C13H24Cl2N4Os